Below is a molecular structure, C3H8AlBBrFS, with properties calculated with ωB97M-V/def2-TZVPD.

The value obtained for the HOMO energy is -18.3 eV. As for the net charge: +2.

Each line ends with the Löwdin charge.
CARTESIAN COORDINATES (ANGSTROEM)
C -0.8784 1.0716 -1.3761  -0.0505
C -1.0274 0.2483 -0.0937  -0.2018
C 0.0321 -0.8235 0.0190  -0.2925
F -0.3941 -1.9182 0.8389  -0.2535
B 1.5154 -0.2451 0.5886  -1.2250
S 1.5852 0.6084 2.1743  1.0927
Br 2.6042 0.4047 -0.8532  1.0153
H -0.0888 0.6896 -2.0227  0.0666
H -1.7890 1.0493 -1.9633  0.1000
H -0.6491 2.1076 -1.1612  0.0955
H -1.0259 0.9085 0.7649  0.1155
H -1.9923 -0.2641 -0.1004  0.1025
H 0.2269 -1.2631 -0.9555  0.1415
H 2.0700 -1.3318 0.9351  0.2127
H 2.3558 1.6610 1.8598  -0.0439
Al -2.5445 -2.9032 1.3454  1.1245


Below is a molecular structure, C3H8BBr2Na5O3, with properties calculated with ωB97M-V/def2-TZVPD.

The value obtained for the HOMO energy (alpha / beta) is -7.8 / -11.6 eV. As for the net charge: +1. The expectation value of S² is 0.750. The spin multiplicity is 2. The calculation puts the relative energy (zero: lowest compared OMol25 entry of this formula, charge and spin) at 18.0 kcal per mole.

Each line ends with the Mulliken spin population.
CARTESIAN COORDINATES (ANGSTROEM)
Na -3.1007 -0.9305 1.6353  0.2933
Na -3.9489 0.8340 -1.2480  0.4128
Na 1.2260 -2.0384 -0.7068  0.0275
Na -1.9874 -2.7213 -0.8774  0.0551
Na -0.8181 1.1768 -2.4501  -0.0575
C -0.7490 -0.1882 0.0846  0.1928
O -1.8066 0.3849 -0.2164  0.1365
O 0.2788 0.1909 -0.4727  -0.0348
O -0.7671 -1.2717 0.6670  -0.0010
B -0.6734 -1.4006 -3.2046  -0.0652
H -0.8480 -1.9182 -4.1352  0.0017
H -0.1800 -0.4480 -3.3194  0.0077
H -1.5802 -1.1961 -2.6567  0.0285
H -0.1050 -2.1124 -2.6262  0.0100
Br 3.9392 2.2213 2.4077  0.0001
C 2.4470 0.9674 2.2213  -0.0016
C 1.1379 1.7082 2.4302  -0.0068
Br 1.0959 2.8757 4.1130  0.0001
H 2.5773 0.2409 3.0234  0.0000
H 2.3929 0.3583 1.3190  0.0010
H 0.4005 0.9057 2.4517  -0.0002
H 1.0687 2.3613 1.5603  -0.0002


Below is C3H8BFINO4S in the gas phase, with properties calculated with ωB97M-V/def2-TZVPD.

The value obtained for the HOMO energy is -9.6 eV. As for the net charge: 0.

Each line ends with the Löwdin charge.
CARTESIAN COORDINATES (ANGSTROEM)
C 2.9277 -0.0680 0.2817  -0.1636
C 1.6869 0.3949 -0.5084  -0.7416
I 1.8920 2.5192 -0.8417  0.8441
C 0.4503 0.1213 0.3340  -0.2824
N -0.7940 0.0577 -0.5005  -0.0742
B -1.9067 0.7661 0.2550  -0.7578
O -2.1071 0.5276 1.5902  0.1812
O -2.6151 1.6918 -0.4522  0.2104
S -1.1963 -1.4876 -0.7858  0.5933
O -0.0751 -2.1744 -1.3261  -0.2197
O -1.8865 -2.1026 0.3043  -0.2293
F -2.2567 -1.2574 -1.8825  -0.0962
H 2.6988 0.0281 1.3430  0.0776
H 3.1265 -1.1141 0.0652  0.0836
H 3.7871 0.5621 0.0960  0.0388
H 1.6378 -0.1127 -1.4625  0.0740
H 0.6051 -0.8014 0.8903  0.1277
H 0.3367 0.9473 1.0284  0.0996
H -2.7705 -0.1433 1.7671  0.1161
H -3.5409 1.6453 -0.1954  0.1188


Below is 2 unconnected molecules or ions with the total composition C3H8BN, with properties calculated with ωB97M-V/def2-TZVPD.

The value obtained for the HOMO energy (alpha / beta) is -8.8 / -9.6 eV. As for the net charge: 0. The expectation value of S² is 2.010. The spin multiplicity is 3. The calculation puts the relative energy (zero: lowest compared OMol25 entry of this formula, charge and spin) at 0.0 kcal per mole.

Each line ends with the Mulliken spin population.
CARTESIAN COORDINATES (ANGSTROEM)
B 0.5516 -2.0101 -1.0187  -0.1185
C -0.1327 1.1258 1.1164  0.1439
C -0.7042 1.3734 -0.2894  -0.0388
C -0.6385 -0.0492 0.3205  -0.0595
N 0.1551 -1.0978 -0.1418  0.8060
H 1.6892 -2.4520 -1.2188  0.1235
H -0.0826 -2.8116 -1.6279  0.1321
H 0.9719 1.2186 1.2028  0.0220
H -0.7195 1.5815 1.9891  0.0081
H -1.6434 1.8862 -0.4744  0.0050
H 0.1556 1.4974 -0.9502  -0.0095
H -1.6660 -0.3720 0.7980  0.0493
H 2.0636 0.1098 0.2943  0.9365


Below is C3H8BNO in the gas phase, with properties calculated with ωB97M-V/def2-TZVPD.

The value obtained for the HOMO energy (alpha / beta) is -7.8 / -7.5 eV. As for the net charge: 0. The calculation puts the relative energy (zero: lowest compared OMol25 entry of this formula, charge and spin) at 94.7 kcal per mole.

Each line ends with the Löwdin charge.
CARTESIAN COORDINATES (ANGSTROEM)
B 2.1513 -0.3497 0.2858  -0.3151
C -1.1870 -1.2175 0.1818  0.0071
C -1.2461 0.1055 -0.4045  -0.2562
C -0.1076 0.8596 0.3908  -0.2594
N 1.2915 0.7137 -0.0364  0.0074
O 3.4676 -0.3870 -0.2280  0.0378
H -0.3365 -1.7081 -0.0187  -0.0103
H -2.0068 -1.5656 0.8258  0.0698
H -0.8183 0.1402 -1.4384  0.1170
H -2.1809 0.6442 -0.3200  0.0976
H -0.1234 1.9619 0.2528  0.1070
H -0.2002 0.6608 1.5444  0.1447
H 1.5120 1.3140 -0.9373  0.1772
H 4.0482 -1.0772 0.1301  0.0755


Below is a molecular structure, C3H8BiO3, with properties calculated with ωB97M-V/def2-TZVPD.

The value obtained for the HOMO energy is -14.2 eV. As for the net charge: +1. The calculation puts the relative energy (zero: lowest compared OMol25 entry of this formula, charge and spin) at 66.3 kcal per mole.

Each line ends with the Löwdin charge.
CARTESIAN COORDINATES (ANGSTROEM)
O 0.1996 -1.4068 2.1305  -0.4153
C 0.8215 -1.8590 0.9429  -0.3576
C 0.9000 -0.7278 -0.0770  -0.3026
O -0.5232 -0.4433 -0.4454  -0.3998
C -0.6398 0.3290 -1.6146  -0.0791
Bi -0.0631 0.3778 1.4855  1.9763
H 0.2603 -2.7286 0.5346  0.1462
H 1.8621 -2.1990 1.1240  0.1438
H 1.4412 -1.0272 -0.9873  0.1426
H -0.3112 -0.2568 -2.4884  0.1214
H -1.6891 0.6246 -1.7351  0.1203
H -0.0010 1.2286 -1.5558  0.1029
O -0.9987 2.7899 0.5960  -0.1376
H -1.0748 3.1032 1.5023  0.0421
H -0.1838 2.1955 0.5878  -0.1036


Below is 2 unconnected molecules or ions with the total composition C3H8BrPS, with properties calculated with ωB97M-V/def2-TZVPD.

The value obtained for the HOMO energy (alpha / beta) is -9.8 / -8.1 eV. As for the net charge: 0. The calculation puts the relative energy (zero: lowest compared OMol25 entry of this formula, charge and spin) at 82.2 kcal per mole.

Each line ends with the Löwdin charge.
CARTESIAN COORDINATES (ANGSTROEM)
C -1.6702 -1.3156 0.1287  -0.1066
C -0.3284 -0.6416 0.4413  -0.3212
C 0.1344 0.1707 -0.7848  -0.5624
P 0.7019 2.9112 0.4640  0.4693
S 1.6461 1.2037 -0.4193  0.2883
Br 4.0608 -0.6775 0.0539  -0.0783
H -2.1523 -1.4675 1.1013  0.0788
H -2.1465 -0.6806 -0.4752  0.0116
H -1.5744 -2.3706 -0.3016  0.1072
H 0.2668 -1.4424 0.8628  0.1000
H -0.4129 0.1490 1.2271  0.0886
H 0.3302 -0.3440 -1.7424  0.0799
H -0.6681 0.7640 -1.2376  0.0669
H 1.8125 3.7414 0.6817  -0.2221


Below is a molecular structure, C3H8Cl2F6SSbSe2Te2V, with properties calculated with ωB97M-V/def2-TZVPD.

The value obtained for the HOMO energy (alpha / beta) is -10.9 / -10.8 eV. As for the net charge: +1. The expectation value of S² is 0.826. The spin multiplicity is 2. The calculation puts the relative energy (zero: lowest compared OMol25 entry of this formula, charge and spin) at 0.0 kcal per mole.

Each line ends with the Mulliken spin population.
CARTESIAN COORDINATES (ANGSTROEM)
V 0.2083 0.0693 0.2164  0.9514
Se 2.7008 -0.0919 0.2310  0.0402
Te 3.4105 1.4139 2.0013  0.1138
Te 1.5553 0.5766 3.8690  0.0127
Se 0.3444 -0.9747 2.4145  -0.1000
F 0.9398 1.5882 -1.5465  0.0001
Sb 0.7209 3.3340 -0.7562  0.0016
F -1.1360 3.3197 -1.0249  0.0001
F 0.2393 1.9586 0.6778  0.0002
F 0.5493 4.6873 0.4927  -0.0001
F 2.5421 3.2515 -0.3983  0.0008
F 0.9397 4.2486 -2.3527  -0.0001
Cl -1.6295 0.5190 -1.5887  -0.0019
C -2.9301 1.0182 -0.4578  -0.0018
Cl -2.3920 0.5429 1.1625  -0.0005
H -3.8338 0.4826 -0.7185  -0.0002
H -3.0162 2.0957 -0.5183  -0.0006
C -1.2713 -3.0247 0.0575  0.0126
S 0.0284 -2.1284 -0.8147  -0.0263
C 1.4521 -3.1697 -0.4398  0.0006
H -0.9803 -3.1987 1.0915  -0.0004
H -1.4284 -3.9687 -0.4598  -0.0008
H -2.1847 -2.4350 0.0182  -0.0014
H 1.2151 -4.1688 -0.8002  -0.0010
H 1.6501 -3.1676 0.6298  0.0009
H 2.3062 -2.7779 -0.9854  0.0001


Below is 3 unconnected molecules or ions with the total composition C3H8Cl2N2O4, with properties calculated with ωB97M-V/def2-TZVPD.

The value obtained for the HOMO energy is -11.2 eV. As for the net charge: 0. The calculation puts the relative energy (zero: lowest compared OMol25 entry of this formula, charge and spin) at 0.0 kcal per mole.

Each line ends with the Löwdin charge.
CARTESIAN COORDINATES (ANGSTROEM)
C -2.7299 -1.3860 -2.3409  0.0241
N -2.4240 -2.5673 -1.4997  -0.4543
O -2.5315 -2.4241 -0.3000  0.0302
O -2.0681 -3.5764 -2.0564  0.0820
H -3.1091 -1.7074 -3.3038  0.0968
H -1.8079 -0.8367 -2.5064  0.0704
H -3.4389 -0.7787 -1.7943  0.0969
C 2.2275 2.1400 1.4378  0.0226
N 2.7145 3.3672 0.7627  -0.4585
O 2.4272 4.4200 1.2821  0.0669
O 3.3265 3.2402 -0.2730  0.0731
H 2.8252 1.2734 1.1866  0.0873
H 1.1838 2.0063 1.1681  0.0658
H 2.2751 2.3149 2.5111  0.0987
C 0.1160 -1.1104 1.2645  -0.9818
Cl 1.6860 -1.9404 1.2354  0.5111
Cl -0.1526 -0.1576 -0.2082  0.5421
H -0.6720 -1.8457 1.3304  0.0093
H 0.1520 -0.4315 2.1041  0.0173


Below is C3H8Cl2NP in the gas phase, with properties calculated with ωB97M-V/def2-TZVPD.

The value obtained for the HOMO energy is -8.5 eV. As for the net charge: 0. The calculation puts the relative energy (zero: lowest compared OMol25 entry of this formula, charge and spin) at 19.7 kcal per mole.

Each line ends with the Löwdin charge.
CARTESIAN COORDINATES (ANGSTROEM)
C -0.7341 0.2057 -1.7902  -0.1964
C 0.7428 -0.9198 1.4180  -0.2497
C -0.5250 -0.7254 -0.6004  -0.4094
N 0.6133 -0.2323 0.1672  -0.2900
P -0.1203 1.8252 0.5464  0.1756
Cl 0.0430 1.7857 2.5504  0.1909
Cl 1.4316 2.8809 -0.1151  0.1634
H 0.3354 0.5081 -2.1498  0.1085
H -1.2468 -0.3469 -2.6255  0.0800
H -1.4756 0.9056 -1.5243  0.0046
H 1.2906 -0.3138 2.0568  0.0004
H -0.1729 -1.3623 1.7686  0.0715
H 1.3954 -1.7518 1.2473  0.0779
H -1.4750 -0.7087 0.0595  0.1229
H -0.1025 -1.7502 -1.0089  0.1497


| no. | largest force on an atom (eV/Å) |
| --- | --- |
| 1 | 1.97 |
| 2 | 5.83 |
| 3 | 1.39 |
| 4 | 3.06 |
| 5 | 4.00 |
| 6 | 3.86 |
| 7 | 4.75 |
| 8 | 1.16 |
| 9 | 0.85 |
| 10 | 3.72 |